Entry from the OMol25 dataset: a structure of composition C13H18FeN2O2S3 (the ωB97M-V functional and the def2-TZVPD basis).

The geometry in XYZ format:
```
39
Properties=species:S:1:pos:R:3
Fe 0.87 -0.84 0.20
S -0.86 -1.21 -1.32
S -0.64 -0.90 1.96
S 1.12 -3.18 0.37
O 1.64 5.22 -2.78
O 3.24 -0.31 2.09
N 0.72 6.17 -0.94
N 0.80 1.09 -0.23
C 1.47 2.69 -1.87
C 0.98 3.73 -1.09
C 2.39 -0.51 1.39
C -2.24 -1.19 1.13
C -0.06 -3.64 1.69
C -2.25 -0.65 -0.29
C 0.41 3.41 0.14
C 1.14 5.13 -1.68
C -1.07 -3.01 -1.38
C 0.25 -3.73 -1.13
C -0.25 -2.52 2.69
C 0.34 2.09 0.53
C 1.35 1.40 -1.41
H 0.96 -3.54 -1.94
H -3.01 -0.69 1.71
H 1.71 0.57 -2.01
H 1.92 2.91 -2.83
H -1.04 -2.77 3.41
H 0.11 -4.81 -1.07
H 0.65 -2.34 3.27
H -1.83 -3.30 -0.66
H 0.01 4.17 0.80
H 0.34 -4.51 2.19
H -0.09 1.83 1.49
H -2.17 0.44 -0.30
H -1.00 -3.93 1.22
H 0.32 6.09 -0.02
H -1.44 -3.27 -2.37
H -3.18 -0.91 -0.80
H 0.83 7.09 -1.32
H -2.46 -2.26 1.16
```

Max |F| = 0.63 eV/Å
LUMO (spin up / spin down) = -7.6451 / -7.5230 eV
Charge = +2
Gap between HOMO and LUMO (spin up / spin down) = 7.72 / 7.84 eV
HOMO (spin up / spin down) = -15.36 / -15.36 eV